Below is the molecule C4H11NOS, with properties calculated with ωB97M-V/def2-TZVPD.

Positions of all 18 atoms, in Å:
C  -1.91  -0.07  -0.41
O  -2.36  0.35  -1.64
C  -0.38  0.12  -0.11
C  0.32  -0.24  1.36
C  1.85  -0.32  1.16
S  2.65  1.16  0.35
N  0.46  -0.27  -1.21
H  -2.44  0.37  0.47
H  -2.22  -1.15  -0.50
H  -2.40  1.32  -1.63
H  -0.36  1.17  -0.07
H  -0.08  0.52  2.08
H  -0.04  -1.21  1.78
H  1.96  -1.17  0.47
H  2.46  -0.44  2.11
H  1.67  1.02  -0.69
H  0.55  -1.32  -1.38
H  0.26  0.17  -2.14

Values from the calculation:
- HOMO energy (eV) = -8.477
- molecular weight (g/mol) = 121.20
- SMILES = N[C@@H](CO)CCS
- total energy (eV) = -18697.70160
- charge = 0
- multiplicity = 1
- frontier orbital gap (eV) = 9.2